Entry 1:
Below is a cluster of 5 separate species, C36H31N3O19 in total, with properties calculated with wB97M-V/def2-TZVPD.

Cartesian coordinates (Å):
H  0.253  6.981  0.652
C  4.840  -5.428  1.781
C  -6.357  -3.054  -0.778
C  -5.452  0.556  5.376
O  2.550  0.540  -6.720
H  -2.185  2.624  2.009
C  -4.703  0.441  2.955
C  4.936  -3.857  -0.143
O  7.437  1.697  -5.072
H  4.115  -4.642  3.674
C  -2.206  2.620  0.920
C  0.004  2.567  -0.273
C  1.105  2.301  2.527
O  2.099  2.118  -0.992
C  4.772  0.974  -7.286
H  -0.169  1.604  0.221
C  -6.692  0.170  5.053
C  2.996  1.347  1.441
O  5.586  1.331  -3.223
C  3.661  0.789  -6.288
H  2.922  0.195  4.474
H  -3.075  2.035  -0.642
O  -5.078  0.815  6.625
O  4.418  0.825  -8.558
H  -5.130  -1.988  0.806
N  -3.129  1.951  0.375
O  3.635  -2.161  2.893
O  4.158  -1.686  0.332
C  4.106  -3.154  2.155
O  -4.533  -2.763  0.733
O  -6.779  -1.995  -0.354
H  -1.669  3.796  -0.729
H  -7.917  -3.464  -2.241
C  -7.003  -3.846  -1.809
O  -0.005  2.240  -1.653
C  2.632  0.768  3.605
O  5.645  -6.079  -0.375
C  1.871  2.161  1.367
O  1.461  0.979  -2.797
N  0.700  6.317  0.030
H  -0.882  4.259  0.818
O  -3.279  1.103  4.710
O  5.046  -6.572  2.146
O  -6.305  -0.229  1.380
H  -6.398  -6.560  -3.198
H  0.940  1.649  4.551
H  -4.138  1.073  6.576
N  3.393  0.656  2.510
H  2.368  5.968  1.190
C  3.974  0.912  -4.875
C  1.218  1.696  -1.899
H  3.173  0.761  -4.163
H  0.981  4.946  1.648
C  -7.026  -0.097  3.662
C  6.022  1.270  -6.907
H  5.153  -3.600  -1.170
C  -4.379  0.728  4.337
O  -8.132  -0.438  3.287
C  5.226  1.204  -4.497
H  3.463  0.619  -8.546
C  -5.185  -5.530  -1.572
C  6.330  1.416  -5.495
C  -1.173  3.437  0.172
H  -3.918  0.557  2.220
C  -5.944  0.052  2.627
C  -6.457  -5.009  -2.188
H  3.609  1.257  0.555
H  6.826  1.407  -7.615
C  -4.528  -4.723  -0.558
H  -7.246  -0.488  1.414
H  3.127  4.193  -0.011
C  1.463  2.883  0.105
H  6.538  1.544  -3.235
C  5.150  -5.083  0.351
C  1.533  5.387  0.813
H  3.578  -1.369  2.307
H  0.225  2.926  2.557
C  1.516  1.585  3.637
H  -3.607  -5.098  -0.136
C  4.319  -4.386  2.644
H  1.812  4.558  -1.140
C  -5.073  -3.558  -0.183
C  4.393  -2.815  0.714
H  -0.041  5.801  -0.429
H  5.693  -6.848  0.225
H  -7.472  0.044  5.790
C  2.049  4.273  -0.117
O  -4.766  -6.604  -1.960
O  -6.990  -5.786  -3.123

Forces on the atoms, in the same order (eV/Å):
-0.0131 0.0973 -0.0760
-0.1470 0.1730 0.3868
-0.2568 -0.1261 -0.2938
-0.2561 -0.0543 0.2079
0.0495 -0.0125 -0.2496
0.1723 -0.0337 0.1100
0.2145 -0.0215 0.0659
-0.0264 0.1443 -0.0130
-0.0343 -0.0086 0.2124
-0.0170 0.0270 0.0061
-0.3335 0.0028 -0.2409
-0.5460 -0.8597 1.5615
0.8334 -0.5208 -0.3312
0.2615 -0.1675 0.4469
0.2762 0.0458 -0.1982
0.0568 -0.0690 0.0733
-0.1209 -0.0375 -0.0767
0.3684 0.0948 -0.5667
0.1624 0.0519 -0.1148
-0.0371 0.0045 0.4479
0.0716 -0.0889 0.0484
-0.0963 -0.0812 -0.0346
0.1600 0.0385 -0.1264
-0.1607 -0.0219 0.1131
0.0156 0.0808 0.0052
0.1245 -0.0256 0.0032
0.0053 -0.0544 -0.4421
-0.0855 0.0696 0.1634
-0.0737 -0.1113 0.3566
-0.2303 0.0509 -0.0960
-0.1863 -0.2598 -0.2663
0.1020 0.3876 -0.0315
-0.0064 -0.0297 -0.0151
-0.0531 0.1772 0.0810
0.0618 0.4811 -0.0182
0.0841 0.3319 -0.6071
-0.0367 -0.0699 0.1877
-0.5018 0.6501 0.8787
0.1867 -0.6541 -1.0075
0.0542 -0.1458 0.2614
0.1856 0.2183 -0.2117
-0.0385 0.0445 0.2088
0.0952 -0.0934 -0.1946
0.1090 0.2526 0.6419
0.0115 -0.0336 -0.0046
-0.0051 -0.0171 0.0499
0.0265 0.0108 0.0082
-0.6304 0.1644 0.1683
0.0768 -0.0661 0.2667
-0.1671 -0.0606 -0.0452
-0.3178 0.7842 0.4267
0.0314 0.0185 0.0015
0.2039 0.0553 0.2568
-0.0747 0.0346 0.3808
0.1523 0.0429 0.0752
-0.0030 -0.0195 -0.0065
0.0409 -0.0720 -0.3910
0.0442 -0.0356 -0.2094
-0.2778 -0.0593 0.1235
-0.0373 -0.0014 0.0044
0.3244 0.1237 0.3123
0.0706 -0.0085 -0.3886
-0.2244 -0.1289 -0.1989
-0.0961 0.0430 -0.0975
0.2277 0.1895 -0.1167
-0.2718 0.1522 -0.1085
0.0841 -0.2009 0.0029
-0.0162 0.0017 -0.0186
0.0335 -0.1715 -0.0738
-0.0181 -0.0924 -0.1562
0.0936 -0.1860 -0.1771
0.9883 -0.8020 -1.6207
0.0320 0.0060 0.0046
0.0575 0.1187 -0.3204
-0.3363 0.0074 -0.6914
0.1659 0.1667 0.2481
-0.1129 0.0252 0.0826
-0.5731 0.1310 0.6969
-0.0004 0.0150 0.0152
0.0511 -0.1660 -0.0143
0.1666 0.0613 -0.1478
0.3716 -0.1174 0.1583
0.1389 -0.1589 -0.3432
-0.0656 0.0954 -0.0833
-0.0064 -0.0301 0.0156
0.0121 0.0124 0.0155
-0.5759 0.4338 0.7342
-0.1653 -0.0570 -0.1761
0.1772 -0.0858 0.0854

- HOMO (eV) = -9.37
- 2S+1 = 1
- largest force on an atom (eV/A) = 2.06
- HOMO-LUMO gap (eV) = 7.81
- structure (SMILES) = [H]/N=C\C[C@H]1OC(=O)O[C@]1(CCN)c1cccnc1.O=C1C=C(O)C(=O)C=C1O.O=C1C=C(O)C(=O)C=C1O.O=C1C=C(O)C(=O)C=C1O.O=C1C=C(O)C(=O)C=C1O

---

Entry 2:
Below is a cluster of 2 separate species, ClH2NO in total, with properties calculated with wB97M-V/def2-TZVPD.

Cartesian coordinates (Å):
Cl  -0.215  -1.596  -1.416
H  0.045  -2.004  -2.631
O  0.375  0.405  1.888
H  0.069  2.089  1.000
N  -0.274  1.106  1.159

Forces on the atoms, in the same order (eV/Å):
0.1649 -0.2437 -0.7851
-0.1653 0.2578 0.7933
0.0393 1.4974 -0.5793
0.9774 -0.1114 0.7117
-1.0163 -1.4001 -0.1406

- HOMO (eV) = -9.45
- 2S+1 = 1
- largest force on an atom (eV/A) = 1.74
- HOMO-LUMO gap (eV) = 9.14
- relative energy (zero: lowest compared OMol25 entry of this formula, charge and spin) (kcal/mol) = 1.0
- structure (SMILES) = N=O.Cl

---

Entry 3:
Below is a cluster of 4 separate species, C4H17NO4 in total, with properties calculated with wB97M-V/def2-TZVPD.

Cartesian coordinates (Å):
O  -5.138  5.198  -2.089
O  -4.020  2.077  -0.197
H  -4.046  2.353  0.719
O  1.934  -0.157  -0.203
H  4.541  -3.157  -0.663
H  4.526  -1.317  -0.543
H  -5.834  5.825  -1.890
H  0.605  -1.627  -0.160
H  1.434  1.666  -1.268
H  -4.268  2.859  -0.690
C  1.569  -1.422  -0.626
H  2.670  -4.254  0.426
H  0.650  1.466  0.199
H  1.254  -3.834  0.153
C  4.019  -2.224  -0.874
H  1.514  -1.651  -1.690
N  2.165  -3.723  -0.269
H  2.859  -2.216  0.934
H  -2.541  0.900  4.712
C  0.966  0.885  -0.668
H  -4.998  5.286  -3.032
H  -3.255  0.218  5.860
C  2.659  -2.305  -0.134
H  4.020  -2.256  -1.964
O  -3.377  0.878  5.177
H  0.094  0.533  -1.220

Forces on the atoms, in the same order (eV/Å):
0.1369 -0.1898 0.1818
0.1132 -0.2594 -0.0501
-0.0180 0.0305 0.2359
-1.4236 3.0474 -1.6083
0.4205 0.2859 0.5860
0.3606 -0.2709 -0.0302
-0.1843 0.1393 0.1135
-0.2286 -0.6151 -0.0413
0.5400 -0.4709 -0.3836
-0.1183 0.2980 -0.2295
0.2348 -0.4363 0.6526
0.7651 -0.3649 -0.2438
-0.2711 -0.4478 0.2874
-0.6913 0.5305 -0.2833
-0.6472 -0.0420 0.3002
-0.2324 0.7337 -0.4632
0.2174 -0.0336 0.1348
0.0037 0.9525 0.0483
0.2041 0.0290 -0.1456
1.1613 0.0628 0.9210
0.0806 -0.0247 -0.2470
-0.0166 -0.1636 0.1878
0.3589 -2.7885 0.0426
-0.7534 0.3830 -0.1172
-0.1831 0.1381 -0.0492
0.1708 -0.5232 0.2004

- HOMO (eV) = -9.39
- 2S+1 = 1
- largest force on an atom (eV/A) = 3.73
- HOMO-LUMO gap (eV) = 10.02
- relative energy (zero: lowest compared OMol25 entry of this formula, charge and spin) (kcal/mol) = 32.8
- structure (SMILES) = COC[C@H](C)N.O.O.O

---

Entry 4:
Below is a structure of composition C58H75Cl2N4O2P2SSiY, with properties calculated with wB97M-V/def2-TZVPD.

Cartesian coordinates (Å):
H  5.749  0.478  -0.745
C  3.614  -1.101  -1.473
H  -3.256  3.695  -3.388
C  3.680  2.470  -3.732
H  -5.275  -4.294  1.963
H  -5.170  4.549  3.444
H  -2.157  -2.063  -5.094
H  3.982  2.781  0.890
H  4.546  2.456  -4.386
C  -1.583  -4.855  -2.462
H  0.014  2.306  -4.415
H  1.939  1.240  3.529
C  -2.570  4.545  3.410
C  0.340  -1.068  3.450
H  6.006  -1.148  3.228
H  -1.122  2.652  4.289
C  0.067  -5.555  0.882
C  5.272  -0.042  0.082
C  -2.116  2.250  4.107
H  -3.016  4.878  4.355
H  5.341  -2.467  -1.534
C  -3.144  -1.919  0.708
H  0.857  -5.506  -3.222
C  -1.214  3.220  -2.857
C  2.264  4.459  2.310
H  -0.957  -5.906  0.958
C  2.675  -4.563  0.888
H  -0.569  5.467  0.684
H  -6.060  4.982  1.980
H  -2.985  5.123  2.590
C  1.399  2.470  -2.153
H  -6.290  3.375  2.721
H  0.921  -7.324  1.810
H  -0.601  -2.331  6.444
N  -2.812  3.135  3.193
H  1.788  2.605  0.261
C  1.891  2.327  3.575
C  -5.266  -1.988  -0.530
H  1.271  4.853  2.532
H  -4.175  2.887  -0.252
H  -2.289  -0.331  -4.863
C  0.436  -1.357  -5.082
N  -4.475  3.664  1.665
C  -0.569  3.434  -0.050
P  -0.292  2.331  -1.524
H  -3.094  2.389  -2.194
C  1.988  3.664  -2.563
C  3.812  -0.397  -0.080
Cl  -7.315  -3.672  0.043
C  -4.924  -3.501  1.320
H  4.400  2.846  2.608
C  0.952  -2.172  2.848
N  1.441  0.056  -2.042
H  -0.667  -0.218  5.144
H  -0.553  -3.730  0.034
C  5.424  -0.956  2.338
C  -3.657  -2.941  1.501
H  -0.370  -0.191  -3.492
S  -4.042  1.044  2.123
C  -0.678  -3.959  -3.302
H  -2.651  2.182  5.061
C  -0.165  -2.282  5.453
H  -0.657  1.896  1.448
P  -0.261  -2.331  -2.482
H  -5.718  2.428  0.456
C  3.682  2.451  1.887
H  3.741  1.367  1.917
C  2.164  -1.131  -1.925
H  3.502  0.352  -3.767
C  -5.559  4.165  2.501
C  -3.977  -1.420  -0.360
C  -3.748  2.643  2.351
C  2.063  -3.545  -1.330
C  3.153  3.690  -3.309
H  7.021  0.009  1.239
H  -1.552  1.532  -4.151
H  -2.677  -1.409  -3.531
C  -1.035  2.489  -4.181
H  2.939  4.799  3.099
C  2.002  1.214  -2.478
H  2.600  4.894  1.368
H  4.049  -4.531  -1.463
H  1.323  -4.120  -4.202
C  0.303  -4.325  0.345
H  -1.470  3.081  -4.991
C  4.102  -1.402  2.207
C  5.978  -0.306  1.207
Si  1.566  -1.891  1.042
H  3.677  -1.957  3.043
C  1.119  -6.349  1.384
Cl  -2.668  -3.550  2.801
C  0.484  -4.753  -3.914
C  4.258  -2.445  -1.515
H  -2.420  -4.298  -2.037
H  -1.029  -5.303  -1.638
C  0.964  -3.345  3.606
C  -4.989  3.240  0.372
H  -1.493  4.712  3.471
C  -5.703  -2.994  0.294
C  -0.022  2.777  1.223
C  -0.200  -1.103  4.725
C  3.557  -3.565  -1.471
C  -0.535  -1.182  -3.920
H  0.437  -4.340  5.429
H  -4.322  -0.040  -1.946
H  0.905  5.024  -0.167
H  0.246  -0.606  -5.855
C  -1.996  -1.261  -4.370
O  -1.966  -1.418  0.940
H  1.503  4.601  -2.313
H  3.668  -4.140  0.976
Y  -0.394  -0.423  -0.264
C  3.288  -1.207  1.109
C  2.418  -5.800  1.400
H  -1.281  -3.600  -4.138
H  3.219  0.530  -0.205
C  -2.694  3.352  -2.515
H  -5.906  -1.614  -1.320
N  1.380  2.420  1.172
C  0.416  -3.404  4.882
H  -1.661  3.369  0.063
H  -0.225  3.451  2.066
H  -0.570  5.356  -1.077
C  1.653  -3.733  0.217
H  3.611  4.628  -3.595
H  0.271  -0.138  2.887
H  1.468  -1.251  -4.749
H  -2.858  4.075  -1.717
H  -2.043  1.252  3.684
H  -5.452  4.109  -0.099
C  -3.579  -0.380  -1.214
C  3.111  1.274  -3.362
H  -1.985  -5.662  -3.080
H  0.889  2.627  3.886
H  2.591  2.665  4.341
H  1.673  -4.450  -1.792
C  1.497  -2.316  -2.029
H  0.133  -5.282  -4.806
H  3.224  -6.350  1.879
H  -0.766  4.218  -2.945
C  2.280  2.925  2.230
H  0.327  -2.340  -5.547
H  4.171  -0.459  -2.158
O  -2.431  0.221  -1.233
H  1.403  -4.242  3.196
C  -0.176  4.901  -0.166

Forces on the atoms, in the same order (eV/Å):
0.0354 0.0468 -0.0594
0.0514 0.0738 -0.1211
-0.0079 0.0038 -0.0249
0.0389 0.0055 -0.0442
-0.0008 -0.0128 0.0124
-0.0305 -0.0055 0.0309
-0.0103 -0.0523 -0.0141
0.0069 0.0118 -0.0554
0.0056 0.0062 -0.0041
-0.0057 -0.0359 0.0703
0.0302 0.0079 -0.0024
-0.0222 -0.0460 -0.0161
-0.0255 0.0179 -0.0520
-0.0041 0.1100 -0.0571
0.0290 -0.0232 0.0475
0.0236 -0.0132 0.0334
0.0207 0.0079 0.0426
-0.1037 0.0023 0.0179
-0.0223 -0.0188 0.0402
0.0060 0.0441 0.0058
0.0262 0.0128 0.0145
-0.0225 0.0851 -0.0065
-0.0026 -0.0207 0.0241
-0.0321 0.0925 0.0159
0.0788 -0.0451 0.0582
-0.0128 -0.0184 -0.0011
0.0028 -0.0487 0.1131
-0.0056 0.0126 0.0148
-0.0202 0.0055 0.0088
0.0438 -0.0021 0.0099
0.0206 -0.0585 -0.0489
-0.0160 0.0101 -0.0227
0.0015 -0.0273 0.0104
-0.0135 -0.0015 0.0309
0.0699 -0.0725 0.1910
-0.0233 -0.0006 0.0520
0.0018 -0.0374 0.0193
-0.0400 -0.0476 0.0113
-0.0694 0.0309 0.0156
0.0402 -0.0670 -0.0158
0.0143 0.0125 -0.0490
-0.0352 0.0533 -0.0035
0.0265 -0.1811 0.0170
-0.0658 0.1195 0.0020
0.1245 -0.1041 0.5611
0.0031 -0.0651 -0.0319
-0.0066 0.0296 -0.0539
-0.0341 0.0389 0.0566
0.0375 0.0161 0.0020
0.0279 -0.0142 0.0221
0.0317 0.0277 0.0086
0.0259 -0.0186 0.0152
-0.0652 -0.0834 0.4490
-0.0139 0.0366 0.0179
0.0309 0.0219 -0.0240
-0.0799 0.0014 -0.0690
-0.1219 -0.1622 0.1262
-0.0251 -0.1293 -0.0087
-0.0178 -0.2109 -0.0130
0.0537 -0.0186 0.0182
-0.0005 -0.0350 0.0088
-0.0047 -0.0297 0.0227
0.0647 -0.0131 -0.0480
-0.0625 0.2733 0.0618
-0.0493 0.0281 -0.0022
0.0638 0.0548 -0.0276
0.0162 -0.1832 -0.0262
-0.0851 0.0297 0.0022
0.0106 -0.0200 -0.0137
0.0413 0.1025 0.0872
-0.2152 -0.1191 -0.0203
-0.0075 0.2753 -0.1374
-0.0108 -0.0118 -0.1262
-0.0278 0.0068 0.0370
0.0140 0.0006 -0.0026
-0.0527 -0.0936 0.0225
-0.0118 0.0094 0.0626
0.0300 0.0300 -0.0875
0.0062 0.0062 0.0165
-0.0742 -0.0389 -0.0445
0.0346 0.0040 -0.0472
0.0082 0.0051 0.0191
0.0425 0.0520 -0.0096
-0.1004 -0.0045 0.0338
-0.0086 0.0054 -0.0296
0.0522 -0.0781 0.1516
0.1474 0.0679 0.0517
0.6598 -0.3759 0.7320
-0.0288 -0.0278 0.0301
-0.0468 -0.0177 0.0065
0.0001 0.0422 -0.0344
-0.0769 -0.0190 -0.0790
-0.0151 -0.0398 -0.0684
-0.0194 0.0253 0.0007
-0.0006 -0.0158 -0.0027
0.0605 0.0056 -0.0482
-0.1239 0.0159 -0.0988
0.0090 0.0408 -0.0028
-0.0973 0.0105 -0.0717
-0.2118 -0.0036 0.1065
0.0178 0.0006 -0.0084
0.0725 0.0392 -0.0739
0.1097 0.0509 -0.0733
0.0033 -0.0335 0.0158
-0.0952 -0.0081 -0.0433
0.0563 -0.0126 -0.0190
-0.0060 0.0289 -0.0112
0.0008 0.0175 -0.0479
0.9929 0.3430 -0.3611
-0.0051 0.0240 0.0137
0.0240 -0.0068 -0.0103
-1.5440 0.3833 -1.1787
0.0417 -0.0170 -0.1032
0.0258 0.0124 0.0929
-0.0283 -0.0014 0.0208
-0.0356 0.0532 0.0299
-0.0231 0.0603 0.0238
-0.0263 0.0023 -0.0231
0.1252 -0.0452 -0.0429
-0.0129 -0.0095 0.0390
0.0213 0.0477 -0.0705
0.0481 0.0126 -0.0487
-0.0141 0.0072 -0.0125
-0.0349 0.0445 -0.0938
0.0033 0.0125 -0.0125
0.0130 0.0251 -0.0132
0.0473 -0.0013 0.0345
-0.0255 0.0469 0.0680
0.0223 0.0224 -0.0180
0.0064 0.0012 -0.0380
-0.0340 -0.0617 0.0751
-0.0199 0.0447 -0.0170
-0.0146 -0.0304 -0.0267
-0.0382 0.0048 -0.0003
0.0212 0.0318 0.0486
0.0149 -0.0205 -0.0302
-0.0249 -0.2183 0.2946
0.0002 -0.0069 -0.0041
-0.0042 -0.0076 -0.0091
-0.0185 -0.0577 -0.0381
-0.0890 0.0071 -0.1162
-0.0171 -0.0520 -0.0157
-0.0214 -0.0393 0.0590
0.5364 0.0890 -0.0308
0.0576 -0.0804 -0.0701
-0.0119 0.0301 0.0335

- HOMO (spin up / spin down) (eV) = 0.15 / 0.12
- 2S+1 = 1
- largest force on an atom (eV/A) = 1.98
- HOMO-LUMO gap (spin up / spin down) (eV) = 3.42 / 3.45
- total charge = -2